1.
Molecular formula: C35H35F3N2O6PtSTe
Method: DFT, the ωB97M-V functional and the def2-TZVPD basis

Last column: Mulliken charge in e.
Positions of all 84 atoms, in Å:
Pt: -0.242 2.081 -1.477  1.653
O: 3.689 3.403 -0.505  -0.537
C: 2.886 2.436 -0.921  0.678
O: 2.066 1.892 -0.211  -0.399
C: 3.158 2.020 -2.360  -0.906
O: 1.961 1.836 -3.091  -0.310
C: 1.644 2.946 -3.942  -0.446
C: 1.188 4.162 -3.142  0.473
O: 1.279 5.276 -3.583  -0.644
O: 0.735 3.887 -1.930  -0.566
H: 3.482 3.601 0.422  0.424
H: 3.669 1.054 -2.316  0.388
H: 3.817 2.746 -2.838  0.409
H: 0.825 2.610 -4.578  0.242
H: 2.502 3.215 -4.558  0.413
F: -3.619 2.201 3.481  -0.231
C: -4.004 2.897 2.396  0.795
F: -4.709 2.084 1.610  -0.228
F: -4.819 3.873 2.814  -0.275
C: -2.790 3.488 1.703  0.235
C: -2.294 4.698 2.184  -0.569
C: -1.191 5.279 1.591  -0.986
C: -0.575 4.629 0.521  -0.201
N: -1.036 3.469 0.092  -0.410
C: -2.125 2.888 0.638  0.590
S: -2.497 1.421 -0.196  -0.241
H: -2.790 5.184 3.013  0.541
H: -0.810 6.230 1.935  0.471
H: 0.274 5.027 -0.017  0.573
C: 3.933 -3.378 4.960  -1.599
C: 3.244 -2.929 3.702  0.581
C: 2.093 -3.556 3.248  -0.990
C: 1.437 -3.160 2.085  0.727
C: 0.223 -3.947 1.661  -1.191
C: 1.961 -2.071 1.375  -0.222
Te: 0.913 -1.497 -0.460  0.574
N: -0.128 0.032 -1.863  0.290
C: -0.537 0.127 -3.115  0.547
O: -0.988 1.282 -3.453  -0.801
C: -0.596 -0.964 -4.112  0.129
C: -1.509 -0.837 -5.158  -0.566
C: -1.629 -1.847 -6.099  -0.637
C: -0.832 -2.979 -6.006  -0.468
C: 0.095 -3.097 -4.980  -0.907
C: 0.214 -2.092 -4.034  -0.214
C: -0.896 -1.222 0.575  1.233
C: -0.967 -0.368 1.680  0.257
C: 0.161 0.499 2.170  -1.274
C: -2.176 -0.289 2.378  -0.550
C: -3.298 -1.004 1.996  0.863
C: -4.586 -0.915 2.764  -1.991
C: -3.206 -1.805 0.861  -0.855
C: -2.031 -1.926 0.135  0.657
C: -2.043 -2.802 -1.088  -2.038
C: 3.148 -1.458 1.774  1.516
C: 3.803 -0.344 1.003  -1.741
C: 3.762 -1.889 2.944  -0.839
H: 3.457 -4.264 5.377  0.356
H: 3.907 -2.593 5.718  0.328
H: 4.980 -3.611 4.768  0.379
H: 1.694 -4.396 3.805  0.330
H: 0.158 -4.867 2.239  0.494
H: 0.269 -4.226 0.605  0.167
H: -0.699 -3.389 1.819  0.172
H: -2.121 0.052 -5.218  0.480
H: -2.343 -1.749 -6.905  0.423
H: -0.928 -3.769 -6.739  0.411
H: 0.730 -3.971 -4.919  0.442
H: 0.956 -2.181 -3.253  0.503
H: 0.995 0.560 1.474  -0.572
H: 0.541 0.133 3.125  0.399
H: -0.206 1.516 2.329  0.454
H: -2.230 0.360 3.244  0.541
H: -4.499 -0.235 3.609  0.354
H: -4.874 -1.896 3.144  0.510
H: -5.395 -0.564 2.123  0.363
H: -4.078 -2.361 0.536  0.533
H: -2.809 -3.571 -0.994  0.590
H: -1.088 -3.298 -1.266  0.297
H: -2.271 -2.216 -1.980  0.281
H: 3.493 -0.337 -0.043  -0.055
H: 4.886 -0.450 1.035  0.628
H: 3.551 0.631 1.425  0.274
H: 4.681 -1.407 3.262  0.489

Spin multiplicity: 6
Largest force on an atom in eV/Å: 0.97
Gap between HOMO and LUMO (spin up / spin down) in eV: 7.793 / 5.117
HOMO (spin up / spin down) in eV: -10.802 / -11.146
Energy in a.u.: -3000.4259
Charge: +1

***

2.
Molecular formula: C35H35N3NdO3P2
Method: DFT, the ωB97M-V functional and the def2-TZVPD basis

Last column: Mulliken charge in e.
Positions of all 79 atoms, in Å:
C: -2.700 2.074 -3.975  -0.877
C: -2.335 0.924 -3.295  0.385
C: -0.935 0.645 -3.215  1.156
C: 0.051 1.579 -3.596  0.479
C: -0.358 2.726 -4.277  -1.271
C: -1.728 2.955 -4.477  -0.843
C: 1.490 1.262 -3.274  -1.042
C: 1.767 -0.218 -3.296  0.326
C: 0.726 -1.094 -2.919  1.148
C: 0.920 -2.499 -2.740  0.317
C: 2.148 -3.004 -3.142  -0.931
C: 3.158 -2.160 -3.633  -0.887
C: 2.983 -0.768 -3.698  -1.164
H: -3.772 2.255 -4.116  0.393
H: 0.394 3.416 -4.683  0.461
H: -2.067 3.839 -5.024  0.378
H: 2.169 1.808 -3.948  0.677
H: 2.284 -4.089 -3.096  0.413
H: 4.095 -2.611 -3.971  0.388
H: 3.769 -0.121 -4.107  0.460
N: -0.569 -0.619 -2.780  -0.026
Nd: -0.749 -0.465 -0.381  0.213
C: -3.362 -0.057 -2.747  -1.230
H: -3.134 -1.078 -3.099  0.238
H: -4.375 0.217 -3.070  0.615
C: -0.235 -3.390 -2.302  -1.161
H: -1.109 -3.179 -2.946  0.309
H: 0.041 -4.448 -2.417  0.639
P: -3.432 -0.154 -0.880  0.980
P: -0.860 -3.178 -0.543  1.187
C: 0.389 -3.961 0.504  -1.304
H: 0.065 -3.882 1.548  0.386
H: 0.535 -5.014 0.245  0.487
H: 1.343 -3.423 0.448  0.286
C: -2.362 -4.167 -0.446  -1.273
H: -2.148 -5.236 -0.523  0.438
H: -2.841 -3.960 0.516  0.368
H: -3.076 -3.872 -1.222  0.299
C: -3.791 1.560 -0.380  -1.309
H: -4.666 1.929 -0.932  0.451
H: -3.980 1.579 0.704  0.429
H: -2.927 2.217 -0.571  0.314
C: -4.819 -1.184 -0.401  -1.229
H: -4.753 -1.335 0.685  0.357
H: -5.758 -0.682 -0.659  0.424
H: -4.750 -2.170 -0.880  0.338
C: -1.568 -1.106 1.993  0.250
O: -1.754 -1.270 3.130  -0.200
H: 1.688 1.612 -2.237  0.155
O: 0.146 2.695 -0.623  -0.605
C: 0.941 2.072 0.062  -0.365
N: 1.631 2.513 1.181  -0.108
C: 1.741 1.406 2.116  3.530
C: 1.564 0.220 1.176  -1.202
O: 1.512 -1.008 1.444  -0.520
N: 1.179 0.701 -0.049  0.240
C: 3.064 1.390 2.850  -0.449
C: 3.968 0.332 2.756  -0.149
C: 5.070 0.307 3.624  -0.891
C: 5.265 1.345 4.543  -0.488
C: 4.375 2.428 4.581  -0.792
C: 3.283 2.461 3.718  -0.320
C: 0.565 1.400 3.091  -0.316
C: 0.561 0.414 4.079  -0.229
C: -0.487 0.362 4.992  -0.973
C: -1.525 1.293 4.917  -0.430
C: -1.534 2.259 3.905  -0.998
C: -0.490 2.307 2.974  -0.165
H: 1.614 3.506 1.389  0.408
H: 3.791 -0.480 2.052  0.458
H: 5.755 -0.539 3.586  0.423
H: 6.108 1.320 5.233  0.396
H: 4.499 3.247 5.287  0.393
H: 2.557 3.273 3.745  0.382
H: 1.376 -0.310 4.093  0.480
H: -0.469 -0.407 5.767  0.465
H: -2.340 1.248 5.640  0.419
H: -2.340 2.989 3.816  0.490
H: -0.482 3.056 2.179  0.516

Spin multiplicity: 4
Largest force on an atom in eV/Å: 6.42
Gap between HOMO and LUMO (spin up / spin down) in eV: 5.265 / 5.377
HOMO (spin up / spin down) in eV: -9.157 / -9.178
Energy in a.u.: -2988.7234
Charge: +1

***

3.
Molecular formula: C35H35N7O5PRb
Method: DFT, the ωB97M-V functional and the def2-TZVPD basis

Last column: Mulliken charge in e.
Positions of all 84 atoms, in Å:
Rb: -1.537 -0.436 -0.198  0.656
C: -0.767 0.214 4.674  -0.546
C: -0.558 0.679 3.429  -0.054
N: 0.336 0.074 2.563  0.707
C: 0.915 -1.148 3.034  -0.486
C: 0.712 -1.474 4.372  -0.527
N: -0.076 -0.845 5.219  -0.843
C: 1.552 -2.018 2.099  0.453
C: 2.476 -2.975 2.544  -1.073
C: 3.040 -3.906 1.681  1.135
C: 2.643 -3.801 0.320  -1.114
C: 1.800 -2.772 -0.072  0.059
N: 1.246 -1.897 0.774  -0.081
C: 1.475 -2.594 -1.498  0.091
C: 2.235 -3.158 -2.528  -0.484
N: 1.927 -3.034 -3.807  -0.717
C: 0.858 -2.289 -4.090  -0.585
C: 0.142 -1.646 -3.093  -0.183
N: 0.427 -1.817 -1.812  0.421
C: 4.011 -4.873 2.149  1.028
C: 4.766 -5.683 1.276  -0.546
C: 5.700 -6.557 1.780  -0.323
N: 5.978 -6.714 3.073  -0.738
C: 5.258 -5.963 3.908  -0.358
C: 4.292 -5.068 3.518  -0.559
H: -1.512 0.667 5.314  0.377
H: -1.075 1.554 3.050  0.066
H: 1.192 -2.356 4.785  0.454
H: 2.777 -2.935 3.580  0.418
H: 2.980 -4.528 -0.399  0.419
H: 3.138 -3.719 -2.335  0.515
H: 0.589 -2.214 -5.134  0.446
H: -0.671 -0.966 -3.323  0.453
H: 4.630 -5.623 0.207  0.302
H: 6.277 -7.186 1.109  0.363
H: 5.476 -6.104 4.962  0.359
H: 3.748 -4.525 4.275  0.373
O: -6.199 -0.098 -4.454  -0.731
C: -5.346 -0.156 -3.563  0.508
C: -4.011 0.486 -3.578  -0.094
O: -3.428 0.984 -4.554  -0.803
C: -3.509 0.419 -2.214  -0.039
C: -4.282 -0.551 -1.471  0.863
O: -3.977 -1.031 -0.352  -0.918
C: -5.488 -0.851 -2.256  0.224
O: -6.454 -1.536 -1.898  -0.745
O: -2.537 1.109 -1.759  -0.232
C: 2.922 2.812 -3.362  -0.275
C: 1.696 3.240 -2.884  -0.942
C: 1.030 2.444 -1.962  -0.531
N: 1.528 1.308 -1.504  0.258
C: 2.696 0.901 -1.965  -0.117
C: 3.433 1.610 -2.902  -0.916
H: 3.475 3.403 -4.081  0.380
H: 1.264 4.169 -3.221  0.420
H: 0.060 2.718 -1.570  0.758
H: 3.063 -0.033 -1.562  0.370
H: 4.379 1.235 -3.258  0.406
C: -4.735 2.976 1.601  -1.538
C: -3.767 2.019 0.913  0.040
P: -2.349 2.735 -0.059  1.272
C: -1.923 4.122 1.189  -0.823
C: -0.584 4.736 0.806  -1.178
C: -3.335 3.787 -1.247  -1.008
C: -2.532 4.178 -2.479  -1.081
H: -5.577 2.413 2.002  0.449
H: -5.121 3.714 0.902  0.285
H: -4.258 3.497 2.430  0.301
H: -4.309 1.380 0.216  0.044
H: -3.324 1.360 1.669  0.222
H: -1.825 3.653 2.173  0.323
H: -2.683 4.904 1.266  0.537
H: 0.164 3.952 0.691  0.105
H: -0.228 5.443 1.559  0.368
H: -0.662 5.262 -0.145  0.319
H: -3.714 4.678 -0.737  0.518
H: -4.183 3.178 -1.564  0.436
H: -1.655 4.769 -2.217  0.201
H: -3.142 4.761 -3.170  0.414
H: -2.204 3.278 -2.989  0.170
C: 1.150 0.903 1.708  -0.259
H: 1.336 0.389 0.767  0.123
H: 2.121 1.132 2.172  0.265
H: 0.624 1.836 1.505  -0.230

Largest force on an atom in eV/Å: 2.81
Energy relative to the best compared isomer or geometry (same formula, charge and spin) in eV: 1.061
Gap between HOMO and LUMO (spin up / spin down) in eV: 4.264 / 4.969
HOMO (spin up / spin down) in eV: -0.635 / -1.348
Energy in a.u.: -2479.6778
Charge: -2

***

4.
Molecular formula: C35H36BFIN7O3S2V
Method: DFT, the ωB97M-V functional and the def2-TZVPD basis

Last column: Mulliken charge in e.
Positions of all 87 atoms, in Å:
V: 0.347 -0.092 -0.081  -0.874
C: 1.514 4.523 0.661  -0.743
N: 1.784 3.604 1.763  0.198
C: 2.757 3.769 2.723  -0.521
C: 2.667 2.707 3.556  -0.526
N: 1.643 1.900 3.112  0.089
B: 1.136 0.618 3.817  0.059
N: 1.910 -0.668 3.279  0.361
C: 2.082 -1.776 4.066  -0.744
C: 2.637 -2.761 3.310  -0.426
N: 2.805 -2.244 2.054  0.270
C: 3.429 -2.924 0.919  -0.771
C: 2.354 -0.974 2.061  0.016
S: 2.474 0.080 0.675  -0.646
C: 1.123 2.464 2.019  -0.001
S: -0.196 1.913 1.013  -0.279
H: 2.198 5.362 0.744  0.337
H: 0.490 4.886 0.719  0.333
H: 1.670 4.018 -0.290  0.280
H: 3.407 4.626 2.734  0.471
H: 3.228 2.467 4.442  0.540
H: -0.028 0.492 3.559  -0.071
H: 1.373 0.681 4.989  -0.152
H: 1.820 -1.764 5.109  0.584
H: 2.958 -3.755 3.566  0.527
H: 3.581 -3.965 1.189  0.317
H: 4.391 -2.469 0.692  0.325
H: 2.781 -2.863 0.047  0.274
F: -2.640 -1.585 5.837  -0.358
C: -2.529 -2.377 4.762  -0.298
C: -1.823 -1.940 3.688  -0.363
C: -1.754 -2.738 2.531  0.786
C: -1.033 -2.286 1.365  0.757
O: -0.469 -1.126 1.394  0.382
C: -1.022 -3.145 0.257  0.443
C: -1.685 -4.356 0.316  -0.347
N: -2.375 -4.763 1.372  0.288
C: -3.028 -6.070 1.345  -0.437
C: -3.707 -6.520 0.091  -1.018
C: -4.526 -6.134 1.285  -0.362
C: -2.425 -3.971 2.517  -0.471
C: -3.130 -4.408 3.650  -0.182
C: -3.198 -3.625 4.785  -0.809
N: -3.954 -3.969 5.916  0.241
C: -3.251 -4.047 7.196  -0.460
C: -4.231 -3.890 8.340  -0.805
N: -5.294 -4.952 8.237  -0.135
C: -5.965 -4.927 6.890  -1.051
C: -4.928 -5.039 5.786  -0.765
C: -0.309 -2.835 -1.007  -0.044
O: -0.296 -3.551 -1.962  -0.592
O: 0.344 -1.662 -0.956  0.013
H: -1.341 -0.971 3.710  0.621
H: -1.652 -5.018 -0.539  0.850
H: -2.495 -6.805 1.935  0.512
H: -3.613 -7.565 -0.165  0.274
H: -3.731 -5.850 -0.757  0.367
H: -5.018 -6.911 1.853  0.315
H: -5.061 -5.195 1.226  0.206
H: -3.619 -5.369 3.621  0.821
H: -2.519 -3.249 7.280  0.379
H: -2.713 -5.003 7.285  0.264
H: -4.741 -2.930 8.293  0.366
H: -3.742 -3.998 9.306  0.422
H: -5.991 -4.822 8.973  0.359
H: -4.876 -5.872 8.397  0.401
H: -6.497 -3.979 6.827  0.389
H: -6.678 -5.748 6.853  0.449
H: -5.461 -4.940 4.840  0.546
H: -4.459 -6.035 5.806  0.460
I: 1.858 1.096 -2.162  0.398
C: 0.219 2.127 -2.924  0.751
C: 0.282 3.065 -3.908  -0.585
C: -0.932 3.618 -4.373  -0.637
C: -2.132 3.201 -3.864  -0.950
C: -2.191 2.215 -2.850  0.747
C: -3.412 1.729 -2.317  -0.815
C: -3.423 0.748 -1.369  -1.309
C: -2.208 0.206 -0.880  0.540
C: -1.015 0.698 -1.342  0.209
C: -0.981 1.680 -2.357  0.465
H: 1.223 3.379 -4.340  0.491
H: -0.902 4.367 -5.151  0.433
H: -3.056 3.619 -4.240  0.449
H: -4.343 2.135 -2.691  0.456
H: -4.359 0.368 -0.983  0.481
H: -2.268 -0.576 -0.133  0.236

Largest force on an atom in eV/Å: 0.48
Energy relative to the best compared isomer or geometry (same formula, charge and spin) in eV: 0.000
Gap between HOMO and LUMO in eV: 6.019
HOMO in eV: -14.784
Energy in a.u.: -4126.3833
Charge: +3

***

5.
Molecular formula: C35H36GeN5O5S2SbV
Method: DFT, the ωB97M-V functional and the def2-TZVPD basis

Last column: Mulliken charge in e.
Positions of all 86 atoms, in Å:
V: -1.285 0.380 -0.153  -0.408
C: -1.281 0.929 3.684  -1.648
C: -1.978 -0.140 2.921  -0.198
N: -1.945 -0.418 1.624  0.824
C: -2.756 -1.523 1.437  0.017
C: -3.278 -1.913 2.633  0.158
N: -2.788 -1.014 3.535  0.132
C: -4.129 -3.032 3.111  0.481
O: -4.590 -3.860 2.226  -0.584
O: -4.353 -3.123 4.304  -0.694
C: -2.958 -2.022 0.036  0.779
O: -3.651 -3.055 -0.137  -0.990
O: -2.403 -1.348 -0.853  -0.267
H: -0.362 1.203 3.188  0.136
H: -1.069 0.577 4.697  0.493
H: -1.902 1.825 3.739  0.331
H: -2.985 -1.062 4.520  0.287
H: -4.274 -3.608 1.242  0.446
S: -3.407 1.444 -0.314  -0.526
C: -3.262 2.872 0.681  0.933
C: -4.470 3.602 0.978  -0.185
N: -5.445 4.170 1.211  -0.648
C: -2.063 3.305 1.136  0.295
S: -0.588 2.451 0.755  -0.154
C: -1.956 4.492 1.948  -0.162
N: -1.833 5.421 2.618  -0.657
C: 0.844 0.174 -0.204  0.866
Ge: 1.907 -0.954 0.996  0.971
C: 1.349 -1.604 2.765  0.179
C: 1.771 -0.911 3.904  -0.296
C: 1.454 -1.369 5.179  -0.754
C: 0.719 -2.539 5.337  -0.550
C: 0.297 -3.244 4.216  -1.071
C: 0.606 -2.776 2.944  -0.080
C: 3.619 -0.054 1.418  -0.093
C: 3.825 1.313 1.224  -0.387
C: 5.062 1.897 1.490  -0.647
C: 6.114 1.119 1.955  -0.383
C: 5.926 -0.246 2.157  -0.654
C: 4.690 -0.823 1.889  -0.245
C: 2.459 -2.451 -0.166  0.362
C: 3.191 -2.068 -1.293  -0.457
C: 3.485 -2.974 -2.303  -0.724
C: 3.046 -4.291 -2.205  -0.418
C: 2.326 -4.691 -1.089  -0.856
C: 2.037 -3.777 -0.079  0.047
H: 1.390 1.033 -0.606  0.506
H: 2.360 -0.006 3.793  0.342
H: 1.786 -0.815 6.051  0.385
H: 0.472 -2.899 6.329  0.363
H: -0.295 -4.146 4.334  0.390
H: 0.251 -3.325 2.080  0.316
H: 3.007 1.933 0.864  0.256
H: 5.203 2.961 1.332  0.399
H: 7.078 1.571 2.155  0.342
H: 6.744 -0.858 2.521  0.366
H: 4.551 -1.891 2.043  0.340
H: 3.516 -1.036 -1.394  0.308
H: 4.031 -2.645 -3.180  0.374
H: 3.253 -4.996 -3.004  0.347
H: 1.967 -5.713 -1.011  0.365
H: 1.472 -4.116 0.782  0.171
C: 0.747 0.708 -5.139  -0.964
C: 0.244 2.093 -4.706  -0.963
Sb: -0.952 2.013 -2.879  1.083
C: -1.945 3.980 -3.166  -0.901
C: -1.841 4.671 -4.536  -1.109
C: -2.492 0.799 -3.803  -0.670
C: -3.031 1.283 -5.152  -1.241
H: 1.446 0.779 -5.983  0.422
H: -0.087 0.067 -5.448  0.235
H: 1.243 0.187 -4.315  0.097
H: -0.357 2.558 -5.495  0.393
H: 1.084 2.766 -4.502  0.473
H: -1.488 4.607 -2.396  0.454
H: -2.988 3.835 -2.869  0.442
H: -0.807 4.697 -4.897  0.222
H: -2.196 5.712 -4.498  0.370
H: -2.433 4.152 -5.297  0.199
H: -3.297 0.723 -3.075  0.521
H: -2.031 -0.188 -3.877  0.371
H: -3.539 2.247 -5.054  0.239
H: -3.757 0.573 -5.567  0.395
H: -2.232 1.403 -5.891  0.264
O: 0.096 -0.386 -2.387  -0.694
N: 0.110 -0.614 -1.056  -0.208

Spin multiplicity: 2
Largest force on an atom in eV/Å: 1.68
Energy relative to the best compared isomer or geometry (same formula, charge and spin) in eV: 0.247
Gap between HOMO and LUMO (spin up / spin down) in eV: 5.330 / 5.129
HOMO (spin up / spin down) in eV: -1.299 / -1.098
Energy in a.u.: -6062.9353
Charge: -2

***

> Which of these has the highest charge?

C35H36BFIN7O3S2V

***

> The highest charge belongs to which entry?

C35H36BFIN7O3S2V